No. 1
C11H17ClNO6P | the ωB97M-V functional and the def2-TZVPD basis

Properties
HOMO level (eV): -10.2
Kohn-Sham gap (eV): 9.7
Charge: 0
Molar mass (u): 325.68
E (a.u.): -1737.11880

Each line ends with the Mulliken charge.
Atoms and positions in Å:
C (2.8021, -3.3550, 1.8615)  -0.97
C (2.6302, -2.4171, 0.6668)  -0.27
O (2.5995, -1.0108, 1.0221)  -0.37
P (1.3412, -0.4452, 1.7799)  0.99
O (1.1259, -0.9158, 3.1463)  -0.67
O (1.5556, 1.1382, 1.6612)  -0.50
O (0.1326, -0.6982, 0.7926)  -0.23
C (-1.1901, -0.4757, 1.3093)  -0.67
C (-1.9345, -1.7551, 1.7187)  0.23
C (-1.2741, -3.0589, 1.2872)  -1.07
Cl (-2.2711, -1.7528, 3.4783)  -0.21
H (3.7377, -3.9029, 1.7662)  0.33
H (2.8274, -2.8085, 2.7978)  0.32
H (2.0005, -4.0879, 1.8905)  0.27
H (1.7410, -2.6564, 0.0872)  0.26
H (3.4767, -2.5070, -0.0070)  0.39
H (2.3282, 1.3697, 2.1859)  0.31
H (-1.1714, 0.2168, 2.1479)  0.58
H (-1.7406, 0.0040, 0.5050)  0.19
H (-2.9191, -1.7030, 1.2631)  0.38
H (-1.5783, -3.8512, 1.9661)  0.45
H (-0.1924, -3.0018, 1.3153)  0.02
H (-1.6177, -3.3270, 0.2909)  0.32
C (0.5540, 3.7486, -1.5771)  -0.52
C (0.1794, 4.2128, -2.8312)  -0.40
C (-0.8731, 3.6185, -3.5079)  -0.53
C (-1.5317, 2.5631, -2.9074)  0.15
C (-1.1743, 2.0854, -1.6616)  -0.58
C (-0.1215, 2.6861, -0.9916)  0.00
N (-2.6542, 1.9249, -3.6164)  1.03
O (-2.9374, 2.3457, -4.7175)  -0.61
O (-3.2295, 1.0153, -3.0547)  -0.62
H (1.3761, 4.2169, -1.0525)  0.41
H (0.7073, 5.0401, -3.2847)  0.38
H (-1.1749, 3.9668, -4.4839)  0.45
H (-1.7076, 1.2552, -1.2273)  0.51
H (0.1781, 2.3222, -0.0188)  0.28



No. 2
C11H17F2O14P | the ωB97M-V functional and the def2-TZVPD basis

Properties
HOMO level (eV): -9.6
Kohn-Sham gap (eV): 9.4
Charge: 0
Molar mass (u): 442.21
E (a.u.): -2023.72929

Each line ends with the Mulliken charge.
Atoms and positions in Å:
C (-0.0756, 2.3466, -0.6561)  -0.45
C (0.2035, 3.9265, -0.6595)  -0.45
O (-0.9545, 4.7634, -0.4349)  -0.37
C (-2.1602, 4.2175, -1.0158)  0.11
C (-3.3010, 5.3776, -1.0535)  -0.54
O (-4.1063, 5.2315, 0.1589)  -0.18
O (-5.4092, 4.9708, -0.1323)  -0.22
C (-5.5893, 3.6096, -0.5838)  0.66
O (-6.1516, 3.4571, -1.6797)  -0.45
O (-5.1585, 2.5693, 0.2811)  -0.23
P (-4.7204, 1.1607, -0.5621)  0.90
O (-3.4384, 1.2616, -1.3865)  -0.52
O (-4.4317, -0.0242, 0.6539)  -0.51
O (-5.9367, 0.5266, -1.5555)  -0.46
H (0.8713, 1.7945, -0.3019)  0.05
H (-0.3546, 2.0136, -1.7123)  0.29
H (-0.8881, 2.0569, 0.1102)  0.19
H (0.7910, 4.1804, -1.6140)  0.22
H (0.9245, 4.1283, 0.2203)  0.32
H (-2.5664, 3.4430, -0.2624)  0.05
H (-1.9866, 3.7578, -2.0559)  0.24
H (-2.7356, 6.3844, -1.0777)  0.34
H (-3.9144, 5.3326, -2.0161)  0.30
H (-4.0482, -0.7675, 0.1292)  0.34
H (-5.4890, -0.2253, -2.0236)  0.36
C (2.1552, -2.2897, 0.1230)  -0.38
C (2.0424, -1.1213, -0.8037)  0.28
O (2.9859, -0.2063, -0.2858)  -0.29
C (3.9480, -0.9716, 0.3038)  0.54
O (5.0305, -0.5696, 0.6114)  -0.53
O (3.5262, -2.2535, 0.4923)  -0.23
F (0.8118, -0.5589, -0.7319)  -0.25
H (1.5357, -2.1807, 1.0174)  0.26
H (1.9047, -3.2334, -0.3636)  0.32
H (2.2850, -1.3489, -1.8459)  0.26
C (5.0889, -6.5894, 2.5949)  -0.46
C (4.4755, -6.5076, 1.2330)  0.33
O (3.3404, -5.6918, 1.4393)  -0.29
C (3.6658, -4.8727, 2.4796)  0.68
O (3.0686, -3.8780, 2.7620)  -0.49
O (4.7610, -5.3243, 3.1522)  -0.31
F (4.0601, -7.7264, 0.8117)  -0.29
H (4.6497, -7.3813, 3.2080)  0.28
H (6.1695, -6.7335, 2.5572)  0.27
H (5.1211, -6.0543, 0.4753)  0.28



No. 3
C11H17FGaO4PtS | the ωB97M-V functional and the def2-TZVPD basis

Properties
HOMO level (eV): -12.6
Kohn-Sham gap (eV): 5.1
Charge: +1
Molar mass (u): 529.12
E (a.u.): -3272.00024

Each line ends with the Mulliken charge.
Atoms and positions in Å:
C (3.0141, -3.3999, 0.3576)  -1.56
C (2.4677, -2.0179, 0.2615)  0.34
C (3.3103, -0.9036, 0.2753)  -0.83
C (2.8008, 0.3620, 0.2096)  -1.41
C (1.4451, 0.6147, 0.1182)  0.85
C (1.0393, 2.0623, 0.1087)  0.06
C (0.6271, 2.6190, -1.2606)  -1.08
C (-0.0239, 2.3233, 1.1955)  -1.59
C (0.5658, -0.5288, 0.1031)  1.37
O (-0.7442, -0.2911, 0.0360)  -0.27
C (-1.6704, -1.4413, -0.2305)  -1.09
Ga (-3.3720, -0.5144, -0.6626)  0.40
O (-2.9069, 0.4521, -2.1930)  -0.61
S (-4.1650, 0.6980, 1.1445)  0.93
O (-4.5761, -0.2947, 2.0897)  -0.58
O (-5.1380, 1.6632, 0.7540)  -0.55
F (-2.9317, 1.4553, 1.8605)  -0.22
C (1.1283, -1.8148, 0.1891)  -0.66
H (4.0897, -3.4059, 0.2551)  0.40
H (2.5796, -4.0246, -0.4111)  0.39
H (2.7673, -3.8477, 1.3140)  0.35
H (4.3691, -1.0799, 0.3441)  0.42
H (3.4761, 1.1969, 0.2499)  0.43
H (1.9111, 2.6312, 0.3977)  0.76
H (-0.2647, 3.2214, -1.1569)  0.48
H (0.4621, 1.8163, -2.0368)  0.01
H (1.3747, 3.2772, -1.6794)  0.33
H (0.1125, 3.3122, 1.6073)  0.46
H (-1.0233, 2.2481, 0.7883)  0.34
H (0.1011, 1.6187, 2.0066)  0.33
H (-1.2887, -2.0213, -1.0659)  0.65
H (-1.7185, -2.1040, 0.6238)  0.49
H (-4.4732, -1.5721, -0.9871)  -0.20
H (-3.3172, 0.0226, -2.9482)  0.29
H (0.4916, -2.6796, 0.2267)  0.61
Pt (-0.5197, 0.3471, -1.8847)  0.96